1.
C14H24AuN4O5 | wB97M-V/def2-TZVPD

Computed properties:
2S+1: 3
Total charge: +1
Gap between HOMO and LUMO (spin up / spin down) in eV: 7.1158 / 5.3160

Each line ends with the Löwdin spin population.
Element x y z (Å)
O 1.52900 -2.49415 -0.63183  0.923
H 2.08768 -3.27569 -0.32212  0.010
Au -0.55946 -0.30635 -0.06119  0.396
N -1.73670 0.50693 -1.60794  0.066
N -2.48530 0.75384 0.83333  0.005
O -1.27246 0.51561 -2.91009  0.007
O -3.04114 0.72051 2.13619  0.000
C -2.94252 1.03624 -1.42136  0.023
C -3.38627 1.11527 -0.05206  0.006
C -3.79681 1.57752 -2.52799  0.005
C -4.74001 1.48145 0.43608  0.000
H -3.38579 1.25247 -3.48911  0.000
H -3.83139 2.68247 -2.48828  0.000
H -4.83799 1.22295 -2.42574  0.002
H -4.72188 1.68649 1.51456  0.000
H -5.43542 0.64621 0.26195  0.000
H -5.11972 2.35255 -0.10443  0.000
H -0.53036 -0.16184 -2.91766  0.000
H -2.37766 0.27803 2.69956  0.000
O -0.08497 2.65886 1.16118  0.008
H 0.29063 3.02288 0.30943  0.000
H -1.04614 2.77832 0.99268  0.000
C -1.22693 -2.23015 0.31976  0.307
H -0.52769 -2.94898 -0.12212  0.032
H -2.18426 -2.23954 -0.22095  0.020
H -1.34379 -2.39016 1.40593  0.023
O 0.76258 -1.58053 -3.02835  0.001
H 1.34943 -1.84417 -2.22125  -0.001
H 0.03746 -2.22108 -2.89976  0.001
N 0.45817 -0.07709 2.13894  0.090
C 1.82780 -0.35671 2.02325  -0.001
C 2.60957 -0.63307 3.13619  0.011
C 3.98915 -0.81455 2.95179  0.000
C 4.59895 -0.73707 1.71142  0.008
C 3.82721 -0.42124 0.56277  0.005
C 4.33451 -0.21966 -0.73968  0.007
C 3.48602 0.17037 -1.76221  -0.001
C 2.11639 0.30938 -1.52152  0.010
N 1.63883 0.15759 -0.29347  0.017
C 2.42146 -0.21537 0.74505  0.015
H -0.05608 -0.57255 2.86523  0.000
H 0.22160 0.92943 2.07262  0.001
H 2.17696 -0.67159 4.13566  0.001
H 4.62522 -1.00304 3.80818  0.000
H 5.67492 -0.86788 1.55660  0.000
H 5.39854 -0.37288 -0.91298  0.000
H 3.81666 0.31721 -2.78127  0.000
H 1.39197 0.48273 -2.31500  0.000

---

2.
C6H12O | wB97M-V/def2-TZVPD

Computed properties:
Relative energy (zero: lowest compared OMol25 entry of this formula, charge and spin) in eV: 5.2490
Gap between HOMO and LUMO in eV: 8.6882

Each line ends with the natural charge from an NBO analysis.
Element x y z (Å)
C -2.31257 -1.30566 -0.71441  -0.251
O -1.99679 -0.32138 0.25688  -0.524
C -1.34108 0.74634 -0.24944  -0.117
C 0.69731 0.33951 0.15471  -0.115
C 0.67072 -0.71627 1.21487  -0.619
C 1.85940 0.51914 -0.78316  -0.425
C 1.51413 1.57860 0.23053  -0.436
H -1.40373 -1.82471 -1.04966  0.170
H -2.80081 -0.84791 -1.58101  0.189
H -2.97886 -2.02484 -0.23296  0.192
H -0.27995 0.49228 -0.75557  0.250
H -1.26247 1.50046 0.53668  0.166
H 0.22933 -1.64531 0.83682  0.216
H 0.07689 -0.39738 2.07718  0.221
H 1.68864 -0.94374 1.55629  0.214
H 1.66281 0.73425 -1.83230  0.217
H 2.74048 -0.09713 -0.61335  0.216
H 1.06923 2.50135 -0.14231  0.220
H 2.16732 1.71239 1.09022  0.218

---

3.
C42H57Cl2F6InN5O4S2Se2Si2Te | wB97M-V/def2-TZVPD

Computed properties:
Relative energy (zero: lowest compared OMol25 entry of this formula, charge and spin) in eV: 4.8826
Total charge: -1
Gap between HOMO and LUMO in eV: 6.2945

Each line ends with the Löwdin charge.
Element x y z (Å)
In -0.47381 2.46687 0.92040  0.751
C -0.06279 0.42368 -4.85973  -0.407
Se 0.75548 0.71313 -3.09526  0.850
C 1.43906 2.51237 -3.41159  -0.553
C 0.38129 3.49387 -3.87432  -0.506
Se -1.30805 3.41586 -2.81241  0.863
C -1.14118 5.15532 -1.96393  -0.355
H 0.69420 0.50909 -5.63581  0.018
H -0.85269 1.15819 -5.00826  0.001
H -0.48697 -0.57828 -4.86359  0.011
H 2.24750 2.44053 -4.14442  0.066
H 1.84836 2.79607 -2.44273  0.025
H 0.11357 3.30563 -4.91565  0.045
H 0.76459 4.51256 -3.79859  0.066
H -1.34085 5.93940 -2.69164  0.025
H -0.14843 5.25669 -1.53214  0.010
H -1.89893 5.15396 -1.18722  0.003
F -1.53440 3.36780 5.54040  0.127
C -1.32762 2.71482 4.39267  -0.666
F -1.99384 3.36690 3.44269  0.097
F -1.89424 1.50675 4.50394  0.118
S 0.52989 2.44144 4.23709  0.571
O 0.78474 1.82420 2.95183  -0.391
O 0.74659 1.61143 5.37803  -0.260
N 1.17422 3.85117 4.42696  -0.279
S 1.23656 4.81085 3.17608  0.601
O 0.17311 4.56376 2.22912  -0.396
O 2.54601 5.08602 2.69307  -0.242
C 0.67381 6.39985 3.99380  -0.658
F 1.50388 6.84109 4.94166  0.134
F -0.51980 6.20569 4.56116  0.128
F 0.54455 7.37383 3.08846  0.134
C 4.17252 -4.44872 -0.95186  -0.035
C 4.73438 -3.63960 0.18369  -0.221
C 5.96484 -3.96226 0.73625  -0.056
C 6.50868 -3.22506 1.77646  -0.095
C 5.80595 -2.14216 2.27748  -0.084
C 4.56980 -1.80899 1.75170  -0.047
C 4.02086 -2.54476 0.69781  -0.230
N 2.76648 -2.23658 0.17096  0.126
C 2.08184 -1.00719 0.20234  -0.373
N 2.94103 0.03268 0.11677  0.146
C 2.92033 1.46984 0.02781  -0.188
C 1.78767 2.31832 0.05639  -0.174
C 2.08892 3.68440 -0.09623  -0.220
C 3.35844 4.19557 -0.26469  -0.107
C 4.42691 3.33134 -0.27412  -0.067
C 4.23030 1.97134 -0.12123  -0.216
C 5.44529 1.07295 -0.11289  -0.047
N 0.80547 -1.02757 0.23928  0.156
C 0.14755 -2.25065 0.36489  -0.303
C -0.32263 -2.84680 -0.75759  -0.042
C -1.13861 -4.02312 -0.97735  -0.131
C -1.80324 -4.76999 -0.09371  -0.124
C -0.47550 -4.20360 1.99028  -0.346
C -0.05570 -2.74138 1.80210  -0.705
C 1.14369 -2.39935 2.68316  -0.102
H 4.93133 -5.11677 -1.35557  0.082
H 3.82144 -3.79546 -1.75269  0.093
H 3.33078 -5.05896 -0.61591  0.022
H 6.51572 -4.80458 0.33659  0.107
H 7.46875 -3.49725 2.19223  0.096
H 6.21476 -1.55666 3.08975  0.106
H 4.01052 -0.98708 2.17736  0.123
H 2.21449 -3.00678 -0.17392  0.108
H 3.89075 -0.29728 0.06006  0.070
H 1.25996 4.39035 -0.08215  0.057
H 3.52204 5.26140 -0.37204  0.105
H 5.43472 3.71106 -0.39812  0.103
H 6.34415 1.67951 -0.21257  0.077
H 5.43039 0.36402 -0.94611  0.090
H 5.53117 0.51067 0.82108  0.069
H -0.03267 -2.34244 -1.67494  0.103
H -1.21307 -4.30885 -2.02166  0.104
H -2.37477 -5.61586 -0.45818  0.102
H -0.59810 -4.29953 3.07664  0.111
H 0.97687 -2.76196 3.69674  0.092
H 1.28489 -1.32177 2.73004  0.079
H 2.04907 -2.85657 2.29276  0.048
Cl -1.39810 -1.71473 2.49613  0.723
C -4.41292 1.62465 0.20753  -0.363
C -5.37613 1.15223 1.05916  -0.122
C -6.38446 2.03544 1.45754  -0.127
C -6.39306 3.35179 1.00954  -0.129
C -5.41019 3.82377 0.15681  -0.627
Cl -5.45431 5.47042 -0.39201  0.643
C -4.38729 2.96378 -0.26152  -0.581
N -3.32026 3.16470 -1.07161  -0.377
H -5.38978 0.13253 1.42519  0.102
H -7.16702 1.69724 2.12235  0.088
H -7.17544 4.02422 1.33555  0.098
C -5.33217 0.46381 -5.12440  -0.196
Si -5.11064 1.42298 -3.48552  0.485
C -6.70260 1.18886 -2.47857  -0.161
C -4.76661 3.23211 -3.90671  -0.191
C -3.69522 0.47841 -2.62862  -0.472
Te -2.63582 1.28033 -0.90754  1.403
C -1.85038 -4.51726 1.37690  -0.227
Si 0.78039 -5.59479 1.54513  0.617
C 1.25217 -5.88369 -0.27640  -0.178
C -0.05516 -7.19949 2.14917  -0.175
C 2.41900 -5.43321 2.49836  -0.160
H -6.18552 0.83601 -5.68947  0.020
H -5.49711 -0.59699 -4.94010  0.020
H -4.45042 0.55905 -5.75666  0.018
H -7.52392 1.77351 -2.89201  0.028
H -6.55667 1.50867 -1.44890  0.002
H -7.00609 0.14191 -2.46952  0.029
H -5.68686 3.79218 -4.07375  0.029
H -4.14563 3.32197 -4.79790  0.019
H -4.23216 3.69710 -3.08155  -0.031
H -2.87699 0.31948 -3.33780  -0.017
H -4.03835 -0.50403 -2.29722  0.013
H -2.52203 -3.67482 1.56959  0.075
H -2.27729 -5.38325 1.88372  0.102
H 0.46713 -6.41539 -0.80933  0.033
H 2.16022 -6.48521 -0.34115  0.030
H 1.41715 -4.95022 -0.81163  0.007
H -0.95438 -7.41932 1.57467  0.022
H -0.34198 -7.12619 3.19834  0.031
H 0.61048 -8.05611 2.05004  0.026
H 3.12483 -4.77273 1.99404  0.008
H 2.89824 -6.40819 2.58667  0.033
H 2.27115 -5.04993 3.50634  0.033

---

4.
C5H7N | wB97M-V/def2-TZVPD

Computed properties:
Structure (SMILES): NC1C=CC=C1
Relative energy (zero: lowest compared OMol25 entry of this formula, charge and spin) in eV: 1.4484
Gap between HOMO and LUMO in eV: 9.4921

Each line ends with the natural charge from an NBO analysis.
Element x y z (Å)
N 1.87692 -0.20499 -0.32067  -0.814
C 0.67000 -0.01646 0.47263  -0.134
C -0.28829 -1.19348 0.25907  -0.167
C -1.47999 -0.78260 -0.16104  -0.244
C -1.45551 0.70627 -0.10739  -0.228
C -0.23723 1.19068 0.18515  -0.210
H 1.70757 -0.21930 -1.32319  0.356
H 2.52219 0.51630 -0.19806  0.352
H 1.02940 0.11271 1.51998  0.218
H 0.03249 -2.23289 0.37744  0.216
H -2.30699 -1.45693 -0.41099  0.225
H -2.28695 1.35589 -0.34893  0.211
H 0.21640 2.22479 0.05602  0.219

---

5.
C24H18F2N5O2STc | wB97M-V/def2-TZVPD

Computed properties:
Relative energy (zero: lowest compared OMol25 entry of this formula, charge and spin) in eV: 1.6708
2S+1: 2
Total charge: +1
Gap between HOMO and LUMO (spin up / spin down) in eV: 6.4621 / 6.3242

Each line ends with the Löwdin spin population.
Element x y z (Å)
Tc 0.35168 0.61681 0.01827  1.069
N 1.60398 -3.55457 -1.14616  -0.004
C 0.92165 -2.43284 -0.86057  -0.004
S 1.75984 -0.93755 -1.16492  -0.029
N -0.28851 -2.51874 -0.40335  -0.001
N -0.81558 -1.25733 -0.22723  -0.025
C -2.09267 -1.19427 -0.05012  0.016
C -3.01004 -2.35435 -0.07973  0.001
C -3.78007 -2.63864 1.04509  0.001
C -4.64983 -3.71841 1.03472  0.000
C -4.76484 -4.49914 -0.10555  0.001
C -4.00458 -4.20987 -1.23034  0.000
C -3.11896 -3.14694 -1.21818  0.002
C -2.62045 0.14163 0.24480  0.002
C -3.98514 0.41070 0.24943  0.001
C -4.42544 1.68074 0.56607  0.002
C -3.48594 2.64950 0.87460  0.002
C -2.14721 2.31834 0.81019  -0.003
N -1.70086 1.09581 0.49849  -0.004
H 2.56215 -3.52881 -1.44021  -0.001
H 1.16052 -4.44154 -0.97683  0.000
H -3.68581 -2.03210 1.93670  0.000
H -5.23423 -3.94850 1.91433  0.000
H -5.44808 -5.33670 -0.11907  0.000
H -4.09752 -4.82009 -2.11750  0.000
H -2.51509 -2.92917 -2.08628  0.000
H -4.67611 -0.38194 0.00800  0.000
H -5.48198 1.90852 0.57053  0.000
H -3.76721 3.65492 1.14653  0.000
H -1.41360 3.07972 1.03464  -0.002
O 1.99543 -0.50094 3.53339  0.033
C 1.74340 -0.01116 2.46584  0.006
O 0.56700 -0.01685 1.87471  0.060
C 2.78062 0.69429 1.62631  -0.003
C 4.06580 0.95455 2.11386  -0.003
C 4.93679 1.62854 1.30522  0.001
C 4.53958 2.03176 0.01209  -0.001
C 5.41039 2.72610 -0.86272  0.001
C 4.98906 3.08648 -2.10814  -0.001
C 3.68306 2.76802 -2.53745  0.000
C 2.80736 2.10126 -1.72523  -0.003
C 3.23077 1.73078 -0.42963  -0.001
N 2.38805 1.04886 0.42243  -0.031
H 4.31310 0.61919 3.10959  0.000
H 5.93632 1.86630 1.64552  0.000
H 6.41082 2.95736 -0.52455  0.000
H 5.65674 3.61202 -2.77590  0.000
H 3.37103 3.05159 -3.53305  0.000
H 1.80969 1.84962 -2.06668  -0.001
F -0.18041 1.30300 -1.74463  0.082
C 0.72161 2.51034 0.36631  -0.127
F 1.00060 3.02297 1.50963  -0.030
H 0.67315 3.29072 -0.40330  -0.002

---

6.
C25H64N5O12V | wB97M-V/def2-TZVPD

Computed properties:
Relative energy (zero: lowest compared OMol25 entry of this formula, charge and spin) in eV: 0.0000
Gap between HOMO and LUMO in eV: 7.6705

Each line ends with the Löwdin charge.
Element x y z (Å)
O -1.29257 0.18062 -0.90372  -0.346
V -0.04795 -0.71858 -0.34894  0.945
O 0.52594 -0.05386 1.00297  -0.298
O -2.43095 -3.89726 1.78491  0.130
C -2.14281 -3.03781 0.81012  -0.851
O -1.25043 -2.15626 0.93626  -0.093
O -2.70240 -3.03882 -0.25052  0.039
H -3.03212 -4.36818 1.20317  0.110
C -0.20984 -2.83923 4.20408  -0.131
O 1.07568 -2.48001 4.51565  -0.191
C 1.67559 -1.33483 3.81782  -0.155
C 2.86459 -0.83165 4.75981  -0.166
N 3.68451 -2.00774 5.12919  -0.086
C 4.64351 -2.49055 4.04071  -0.162
C 5.67218 -1.47608 3.49070  -0.216
O 5.17749 -0.94572 2.27657  -0.195
C 6.17062 -0.32646 1.51117  -0.130
H -0.37024 -3.36078 3.26050  0.066
H -0.80180 -1.93467 4.06454  0.078
H -0.69903 -3.41481 4.98990  0.092
H 1.09787 -0.41786 3.70161  0.105
H 2.03016 -1.51821 2.80354  0.096
H 2.40267 -0.51286 5.69421  0.107
H 3.52390 -0.08773 4.31261  0.106
H 3.01295 -2.74825 5.27323  0.074
H 3.96140 -2.94081 3.31954  0.101
H 5.13303 -3.34639 4.50548  0.106
H 6.54856 -2.06518 3.22045  0.112
H 5.99110 -0.80773 4.29051  0.128
H 5.77037 0.60719 1.11593  0.078
H 6.38191 -0.82347 0.56436  0.078
H 7.10378 -0.09827 2.02619  0.091
C 1.87364 -3.31739 -0.26886  -0.065
O 1.81544 -1.91526 -0.46823  -0.284
C 3.04991 -1.43435 -1.03818  -0.179
C 2.98995 0.03258 -1.02144  -0.179
N 1.77300 0.41579 -1.75560  -0.062
C 1.49694 1.86914 -1.84258  -0.116
C 0.75531 1.99850 -3.27475  -0.145
O 1.48406 1.34228 -4.34350  -0.227
C 2.66228 2.02692 -4.75875  -0.095
H 2.72668 -3.62382 0.33656  0.104
H 1.88534 -3.87663 -1.20439  0.084
H 0.94806 -3.64555 0.20412  0.097
H 3.15562 -1.81223 -2.05510  0.130
H 3.90442 -1.87978 -0.52876  0.130
H 3.84095 0.53174 -1.48485  0.127
H 3.06263 0.37091 0.01217  0.132
H 1.73524 0.24410 -2.75018  0.089
H 2.45968 2.38000 -1.85822  0.110
H 0.81526 2.24503 -1.07961  0.085
H 0.55949 3.04301 -3.51714  0.109
H -0.24334 1.58402 -3.41267  0.119
H 2.43804 3.02752 -5.12836  0.094
H 3.10910 1.56077 -5.63690  0.076
H 3.48193 1.97167 -4.04235  0.084
C -5.28328 1.28441 5.43940  -0.071
C -5.68980 1.16312 3.98588  -0.453
C -4.67687 0.48858 3.02351  -0.160
O -3.47030 1.27819 2.80234  -0.193
C -2.41697 0.66757 2.13112  -0.127
N -7.02064 0.53280 3.87393  0.039
H -6.06728 1.68900 6.07952  0.075
H -4.36047 1.82231 5.65661  0.081
H -5.14685 0.25889 5.78261  0.070
H -5.60572 2.18905 3.62743  0.128
H -5.27372 0.41868 2.11413  0.121
H -4.41954 -0.38010 3.62954  0.124
H -1.82688 0.11530 2.86248  0.085
H -1.91215 1.48646 1.61862  0.067
H -2.70007 -0.01412 1.32908  0.074
H -6.97770 -0.38115 4.30164  0.063
H -7.35452 0.26478 2.95917  0.061
C -3.72854 3.90162 -0.54136  -0.050
C -2.38614 3.84122 -1.31296  -0.382
C -2.04130 5.10000 -2.16851  -0.157
O -3.19900 5.69756 -2.83136  -0.207
C -2.97469 7.04937 -2.99248  -0.150
N -1.33047 3.33466 -0.38252  0.052
H -3.82869 4.85216 -0.01739  0.084
H -3.75458 3.08559 0.18080  0.066
H -4.60551 3.65305 -1.13905  0.078
H -2.57921 3.07483 -2.06361  0.122
H -1.46636 4.93443 -3.07962  0.112
H -1.51601 5.80011 -1.51888  0.112
H -2.65677 7.55061 -2.07826  0.088
H -3.89779 7.44331 -3.41768  0.092
H -2.20478 7.08531 -3.76322  0.084
H -1.51422 2.34336 -0.32201  0.012
H -1.74734 3.62624 0.49000  0.055
C -0.40652 -4.09057 -2.89346  -0.041
C 0.28171 -2.84010 -3.35837  -0.439
C 0.17186 -2.73976 -4.88501  -0.149
O 1.21048 -1.76377 -5.15902  -0.221
C 1.42986 -1.33561 -6.54993  -0.061
N -0.36515 -1.72849 -2.72079  0.052
H -0.08174 -5.03818 -3.32318  0.088
H -1.48148 -3.93784 -2.98953  0.097
H -0.14760 -4.26639 -1.84936  0.064
H 1.29908 -2.68493 -2.99921  0.117
H -0.79370 -2.37136 -5.23152  0.134
H 0.38337 -3.65471 -5.43838  0.125
H 0.54587 -0.92127 -7.03469  0.083
H 1.80035 -2.16982 -7.14568  0.082
H 2.11823 -0.49174 -6.59618  0.067
H -1.34635 -1.96003 -2.78205  0.090
H -0.23120 -1.10919 -3.50732  0.077

---

> Which formula does entry 2 have?

C6H12O